Formula: C2H8N3O2
Source: OMol25
Level of theory: the ωB97M-V functional and the def2-TZVPD basis

Results
**LUMO level**: -3.669 eV
**Max |F|**: 0.801 eV/A
**HOMO**: -14.26 eV
**Charge**: +1
**E_tot**: -395.55733 Eh

```
15
Properties=species:S:1:pos:R:3:forces:R:3:mulliken_charge:R:1
H 0.79034 1.12559 2.69093 -0.3 0.1 0.1 0.26
H 0.13274 -1.76473 0.66529 0.0 -0.1 -0.1 0.28
H -0.86240 1.31945 2.14770 0.1 0.2 0.4 0.24
H -1.38087 -0.99538 -1.77242 0.0 0.3 0.2 0.36
N 0.12511 1.46907 2.01050 0.0 -0.2 -0.3 -0.45
H 1.48947 -1.53706 -1.42308 0.0 0.2 0.0 0.25
N 0.62947 -1.23875 -1.86868 0.7 -0.1 0.4 -0.23
C 0.56080 1.37491 0.72073 -0.1 0.1 0.2 0.68
O 1.65652 1.02686 0.39266 0.3 -0.5 -0.4 -0.52
O -0.40052 1.70843 -0.20102 0.2 0.2 0.1 -0.49
H -1.54301 -1.41479 0.44637 0.0 -0.4 0.1 0.26
H -0.79409 2.54242 0.09497 -0.3 -0.1 -0.2 0.33
N -0.65048 -1.64390 0.03665 0.0 0.6 -0.3 -0.34
C -0.48833 -1.24598 -1.20947 -0.4 -0.2 -0.2 0.09
H 0.73525 -0.72616 -2.73115 -0.2 -0.2 -0.1 0.26
```
Positions in Å, forces in eV/Å.



Formula: C15H26BF6INO6S5Ti
Source: OMol25
Level of theory: the ωB97M-V functional and the def2-TZVPD basis

Results
**LUMO level**: -3.555 eV
**Max |F|**: 0.620 eV/A
**HOMO**: -11.66 eV
**Charge**: +1
**E_tot**: -4855.39170 Eh

```
62
Properties=species:S:1:pos:R:3:forces:R:3:mulliken_charge:R:1
C -0.24023 -2.49099 -0.86152 0.1 0.1 0.1 -1.51
S 3.77573 -0.38971 1.14666 0.3 0.1 0.1 1.18
H 0.23918 3.93034 -2.41754 0.0 0.0 0.0 0.38
C 4.81817 -1.56341 2.11127 -0.1 0.0 -0.1 0.67
H -3.01353 -1.71431 2.92731 0.0 0.0 0.0 0.55
H -3.26616 1.93659 -0.92407 0.0 0.0 0.0 0.23
B -0.47532 0.84033 -0.85254 0.3 -0.3 -0.1 1.05
H 0.81427 1.94912 -3.34551 0.0 0.0 0.0 0.31
F 2.46271 -2.90865 -2.82838 0.0 0.0 0.0 -0.18
F 4.54615 -2.80511 1.73759 0.0 -0.1 0.0 -0.18
C -1.42518 2.68650 -1.79392 0.0 0.0 0.0 1.59
F 4.50426 -1.40969 3.39341 0.0 0.0 0.1 -0.19
H 0.13621 -3.44139 -0.47840 0.0 0.0 0.0 0.74
H -1.46274 -3.72655 1.26488 0.0 0.0 0.0 0.32
H 0.60418 -1.92548 4.54696 0.0 0.0 0.0 0.63
F 4.46056 -3.09538 -2.01379 0.0 0.0 0.0 -0.20
C 0.08348 -1.37842 3.76150 0.0 0.0 0.0 -0.86
O 3.77667 -0.22187 -2.72800 0.0 0.0 0.0 -0.62
C -1.51612 -3.07877 2.13991 0.0 0.0 -0.1 -0.60
C -2.54160 1.18500 -3.60181 0.0 0.0 0.0 -1.83
H 0.27554 -2.28962 -1.80249 0.0 0.0 0.0 0.40
S 0.15159 -2.41249 2.25697 0.2 -0.1 0.3 -0.01
H -1.33838 4.44423 -3.03441 0.0 0.0 0.0 0.37
H -2.25810 0.11063 3.32125 0.0 0.0 0.0 0.41
C -1.26601 1.55362 -2.87016 0.0 0.0 0.0 1.53
H -3.50070 3.23641 -2.10040 0.0 0.0 0.0 0.42
O 2.41869 -0.91751 1.38926 -0.6 -0.2 -0.1 -0.45
H -0.96105 -1.31211 4.05830 0.0 0.0 0.0 0.38
H -1.69949 -3.71889 3.00322 0.0 0.0 0.0 0.58
H -1.25809 2.32260 1.45924 0.0 0.0 0.0 -0.14
H 1.80547 -0.06374 3.73511 0.0 0.0 -0.1 0.36
F 2.74297 -3.19606 -0.69531 0.0 0.0 0.0 -0.25
O -0.66657 2.16751 -0.64378 0.1 0.0 0.1 -0.57
C -0.13579 1.79380 -3.85775 0.0 0.0 0.0 -1.95
H -2.86059 3.61067 -0.50049 0.0 0.0 0.0 0.48
O -0.87058 0.39164 -2.06828 -0.1 0.0 0.1 -0.09
S 0.46440 0.91316 2.07529 0.2 0.2 0.3 0.13
S 3.30736 -0.80700 -1.53144 0.1 0.0 -0.2 1.30
H -3.46163 -2.53734 1.44674 0.0 0.0 0.0 0.47
O 4.03317 0.91535 1.64197 0.0 0.0 0.0 -0.70
H -1.11913 2.27228 3.21673 0.0 0.0 0.0 0.77
C -0.81671 4.02094 -2.17468 0.0 0.0 0.0 -1.83
O 1.91200 -0.46173 -1.16095 -0.2 -0.1 -0.1 -0.76
H -0.03597 0.91807 -4.49800 0.0 0.0 0.0 0.49
C 0.72574 0.00536 3.62899 0.0 -0.1 0.0 -0.88
H -3.23179 1.15683 2.30378 0.0 -0.1 -0.1 0.64
H -3.33162 0.88650 -2.91574 0.0 0.0 0.0 0.35
H -0.33894 2.65869 -4.48879 0.0 0.0 0.0 0.40
Ti 0.52830 -0.86619 0.27446 -0.4 0.4 -0.1 -0.08
C -2.85247 2.87303 -1.30382 0.0 0.0 0.0 -1.87
S -2.15744 -0.57685 1.02305 -0.1 0.0 0.0 0.38
H -2.33684 0.34968 -4.27033 0.0 0.0 0.0 0.44
N 4.25278 -0.66232 -0.31162 0.2 0.1 -0.1 -0.62
F 6.09229 -1.30067 1.92145 0.0 0.0 0.0 -0.18
H -2.89473 2.02300 -4.20505 0.0 0.0 0.0 0.37
C -2.27117 0.64580 2.37558 0.0 0.1 0.0 -0.79
C 3.24879 -2.63191 -1.80044 -0.1 0.0 0.0 0.69
I -2.23961 -2.86125 -1.45699 -0.1 0.0 -0.1 0.03
C -2.63413 -2.05867 1.96769 0.0 -0.1 0.0 -1.17
H 0.37164 0.65008 4.43488 0.0 0.0 0.0 0.67
H -0.92076 4.71597 -1.34200 0.0 0.0 0.0 0.45
C -1.15312 1.66038 2.31496 0.1 0.0 -0.1 -0.61
```
Positions in Å, forces in eV/Å.